Record 1
{"formula": "C4H5NO", "method": "ωB97M-V/def2-TZVPD", "gap_ev": 9.89, "symbols": ["C", "C", "C", "O", "N", "C", "H", "H", "H", "H", "H"], "xyz": [[0.849465, 0.671586, 0.809009], [-0.358883, -0.280121, 0.554566], [-1.022801, 0.515656, -0.324161], [-1.044434, 0.036514, -1.552339], [-0.530711, -1.265750, -1.508008], [-0.167253, -1.456146, -0.276127], [0.582599, 1.582206, 1.354553], [1.636338, 0.124032, 1.301322], [1.242107, 1.000458, -0.177762], [-1.344588, 1.534320, -0.161998], [0.158162, -2.462756, -0.019055]], "forces_ev_per_angstrom": [[0.456, -0.210, 0.636], [0.490, 0.680, -0.798], [-0.486, 0.049, -0.535], [-1.078, -0.113, -0.131], [-0.378, -0.486, 0.288], [0.173, 0.090, -0.298], [0.051, -0.333, 0.159], [0.362, 0.104, 0.459], [0.028, -0.261, 0.607], [0.052, 0.056, -0.380], [0.328, 0.425, -0.007]], "mulliken_charge": [-1.12, 0.57, -0.32, -0.16, -0.34, -0.39, 0.29, 0.31, 0.33, 0.43, 0.40]}

***

Record 2
{"formula": "C3H12N6O3Rb", "method": "ωB97M-V/def2-TZVPD", "gap_ev": 10.18, "total_charge": 1, "symbols": ["Rb", "C", "O", "N", "N", "H", "H", "H", "H", "C", "O", "N", "N", "H", "H", "H", "H", "C", "O", "N", "N", "H", "H", "H", "H"], "xyz": [[-0.450293, 0.217340, 0.857042], [0.005548, 2.626427, 3.880248], [-0.683396, 2.217832, 2.929627], [-0.220497, 2.246898, 5.158550], [1.015230, 3.500560, 3.702112], [0.343058, 2.601942, 5.905982], [-1.012039, 1.667716, 5.365661], [1.264121, 3.801529, 2.777717], [1.605718, 3.838976, 4.438133], [0.590752, 0.957039, -2.626284], [0.026382, 1.416532, -1.635650], [0.616791, -0.385125, -2.894860], [1.364034, 1.640696, -3.548516], [0.176676, -0.954984, -2.179819], [1.251911, -0.798525, -3.543798], [1.387292, 2.641786, -3.456020], [1.512498, 1.148552, -4.403156], [-1.017642, -3.090863, -1.168650], [-0.827690, -1.882704, -0.933369], [0.018577, -3.939327, -1.345739], [-2.266369, -3.617681, -1.232592], [0.885407, -3.457421, -1.520338], [-0.120143, -4.852300, -1.738912], [-2.981784, -2.952575, -1.475504], [-2.484142, -4.592320, -1.311866]], "forces_ev_per_angstrom": [[-0.123, 0.326, 0.061], [-0.801, -0.223, -0.658], [0.537, -0.099, 0.453], [0.099, -0.082, 0.044], [0.696, 0.417, -0.199], [-0.081, -0.014, 0.185], [-0.023, 0.012, -0.036], [-0.257, -0.115, -0.096], [-0.100, -0.071, 0.197], [1.289, -0.624, -0.675], [0.251, 0.195, -0.478], [-0.872, 0.092, 0.862], [-0.989, 0.140, 1.598], [0.004, -0.185, -0.318], [0.192, 0.006, -0.141], [0.030, -0.027, -0.473], [0.221, 0.491, -0.510], [-0.277, 0.081, 0.120], [-0.214, -0.652, -0.143], [0.251, 0.282, 0.051], [-0.137, 0.685, -0.007], [0.176, -0.382, 0.142], [0.075, -0.016, -0.103], [-0.158, -0.123, 0.296], [0.211, -0.115, -0.171]], "mulliken_charge": [0.98, 0.66, -0.68, -0.37, -0.36, 0.17, 0.22, 0.22, 0.17, 0.52, -0.63, -0.29, -0.41, 0.19, 0.20, 0.26, 0.19, 0.63, -0.74, -0.41, -0.41, 0.25, 0.21, 0.24, 0.19]}

***

Record 3
{"formula": "C33H34Cl4F6N9O11S5W", "method": "ωB97M-V/def2-TZVPD", "gap_ev": 6.64, "total_charge": 1, "symbols": ["W", "F", "C", "F", "F", "S", "O", "O", "N", "S", "O", "O", "C", "F", "F", "F", "O", "Cl", "O", "O", "O", "N", "C", "C", "C", "C", "C", "C", "S", "O", "O", "N", "C", "N", "C", "C", "C", "N", "H", "H", "H", "H", "H", "H", "H", "H", "H", "Cl", "C", "C", "C", "C", "C", "C", "N", "C", "C", "N", "C", "O", "C", "C", "C", "Cl", "S", "C", "C", "C", "Cl", "C", "H", "H", "H", "H", "H", "H", "H", "H", "H", "H", "H", "H", "H", "C", "N", "C", "C", "S", "N", "C", "C", "H", "H", "H", "H", "H", "H", "H", "H", "H", "H", "H", "H"], "xyz": [[-0.900596, 0.321634, -2.160176], [2.929901, 2.907190, -4.081082], [1.818140, 3.192642, -4.751969], [1.129322, 4.111661, -4.109259], [2.113882, 3.595944, -5.970932], [0.838748, 1.630316, -4.853435], [0.584015, 1.359092, -3.417345], [1.608912, 0.663477, -5.550039], [-0.464114, 2.119234, -5.571784], [-1.876324, 1.610182, -5.205817], [-2.912477, 2.535398, -5.438335], [-1.902535, 0.928670, -3.866604], [-2.159617, 0.142604, -6.290465], [-3.369763, -0.340365, -6.055950], [-2.041312, 0.494810, -7.551445], [-1.247616, -0.785055, -5.988470], [-4.460474, -1.910358, -2.916180], [-3.068523, -1.822919, -3.186695], [-2.307881, -2.935643, -2.698616], [-0.006675, -1.038339, -2.588301], [-2.632683, -0.583712, -2.107356], [-2.814865, 4.808140, 4.310103], [-2.620491, 4.580548, 2.968755], [-1.461409, 5.047148, 2.334235], [-1.230986, 4.775855, 1.003750], [-2.157077, 4.024117, 0.285440], [-3.330144, 3.580398, 0.889495], [-3.557197, 3.851184, 2.222803], [-1.837725, 3.609776, -1.377073], [-1.094877, 4.646297, -2.016676], [-3.022600, 3.055047, -1.964220], [-0.849011, 2.263035, -1.268323], [0.433141, 2.232716, -0.814922], [0.853685, 0.964794, -1.005941], [2.117432, 0.623012, -0.774355], [2.971184, 1.593950, -0.290676], [2.438149, 2.862167, -0.062698], [1.174734, 3.202102, -0.318035], [-2.308104, 5.571137, 4.726834], [-3.746691, 4.689960, 4.670578], [-0.739481, 5.625723, 2.896824], [-0.335215, 5.136283, 0.518143], [-4.063590, 3.040341, 0.303807], [-4.473135, 3.515693, 2.693760], [2.400970, -0.409205, -0.961394], [4.006263, 1.371430, -0.080197], [3.061833, 3.649193, 0.345860], [1.688422, 3.758550, 3.414053], [0.962909, 2.189049, 3.534387], [1.558340, 1.115813, 2.892401], [0.980458, -0.135330, 2.999807], [-0.153809, -0.355099, 3.776887], [-0.724663, -1.751530, 3.932733], [-0.890686, -2.474243, 2.586809], [-1.389324, -1.551890, 1.571402], [-2.428248, -0.652581, 1.702149], [-2.368316, 0.167473, 0.627915], [-1.286615, -0.219763, -0.140458], [-0.723912, -1.259022, 0.457475], [-0.055094, -2.584588, 4.854168], [1.326625, -2.874147, 4.656940], [2.244341, -1.800927, 5.167772], [3.398876, -1.407486, 4.568039], [4.024424, -1.979550, 3.070224], [4.196272, -0.140804, 5.403697], [2.943568, -0.088789, 6.572330], [1.990120, -1.026825, 6.339732], [-0.721589, 0.751119, 4.404457], [-2.154720, 0.588050, 5.376149], [-0.188080, 2.024803, 4.281633], [2.473783, 1.250849, 2.336277], [1.458852, -0.971611, 2.497200], [-1.715852, -1.656048, 4.372439], [-1.587110, -3.303451, 2.710245], [0.052024, -2.872610, 2.210481], [-3.105141, -0.667307, 2.538460], [-3.006520, 0.987614, 0.352463], [0.160774, -1.788490, 0.115568], [1.557835, -3.096122, 3.609825], [1.484846, -3.796744, 5.215610], [2.998613, 0.612037, 7.389481], [1.119793, -1.170686, 6.964030], [-0.661370, 2.863417, 4.772238], [1.218872, -3.260285, -4.257196], [2.029150, -3.298764, -3.041426], [3.220291, -2.471266, -3.107735], [1.525671, -3.701183, -1.851882], [2.099215, -3.077806, -0.374840], [0.572948, -4.659773, -1.892024], [-0.216543, -4.980347, -0.714774], [0.568341, -5.708732, -2.909993], [1.283763, -2.255435, -4.678438], [0.178593, -3.465329, -4.024009], [1.573922, -3.970773, -5.005729], [3.710530, -2.651845, -4.064194], [3.900222, -2.718969, -2.299581], [2.965256, -1.407425, -3.050320], [-0.553541, -4.072477, -0.224121], [0.352137, -5.578178, 0.001754], [-1.093607, -5.536992, -1.041415], [1.472663, -5.658639, -3.508615], [-0.304819, -5.640808, -3.560803], [0.549984, -6.675407, -2.405299]], "forces_ev_per_angstrom": [[-0.400, -0.110, -0.246], [-0.006, 0.014, -0.008], [0.011, -0.003, 0.019], [-0.011, -0.003, 0.004], [-0.001, 0.001, -0.004], [0.038, 0.051, 0.204], [0.047, 0.006, -0.224], [-0.006, -0.042, 0.008], [0.079, -0.050, -0.022], [-0.113, 0.030, -0.031], [-0.016, -0.014, 0.022], [0.008, 0.084, -0.003], [0.002, 0.005, 0.010], [0.004, -0.003, -0.004], [-0.004, 0.001, -0.008], [0.001, 0.005, -0.003], [-0.021, -0.015, 0.014], [0.016, -0.031, 0.031], [-0.003, 0.026, -0.022], [0.119, -0.036, 0.061], [0.293, 0.281, 0.094], [0.012, -0.027, 0.062], [0.004, 0.016, -0.084], [-0.022, 0.005, 0.019], [0.011, 0.010, 0.004], [0.000, 0.035, -0.052], [0.051, -0.045, 0.047], [-0.018, -0.003, -0.014], [0.008, 0.017, 0.144], [-0.011, -0.006, -0.004], [-0.018, -0.035, -0.051], [-0.005, -0.004, -0.128], [0.009, -0.070, 0.120], [-0.124, -0.145, 0.065], [0.027, 0.070, -0.018], [-0.026, -0.015, 0.012], [0.006, 0.008, -0.017], [0.038, 0.007, -0.041], [0.002, 0.006, -0.007], [-0.005, -0.001, -0.001], [-0.018, 0.004, 0.004], [-0.018, 0.002, -0.009], [-0.011, 0.039, 0.003], [0.003, 0.002, 0.005], [-0.005, 0.007, 0.016], [0.000, 0.006, 0.009], [-0.006, 0.000, 0.001], [0.026, -0.013, -0.002], [-0.003, -0.009, 0.003], [0.012, -0.057, -0.031], [0.007, 0.002, 0.020], [0.052, -0.032, 0.022], [-0.033, 0.123, 0.011], [-0.078, -0.082, -0.043], [0.090, 0.000, -0.021], [-0.026, -0.028, 0.004], [0.009, 0.013, -0.034], [-0.028, -0.142, 0.074], [0.039, 0.110, 0.030], [0.056, -0.051, 0.085], [0.027, -0.028, -0.049], [-0.146, 0.050, -0.009], [0.092, -0.024, 0.027], [0.008, -0.049, 0.003], [-0.062, 0.082, -0.062], [0.029, -0.062, 0.038], [-0.001, 0.004, 0.002], [-0.022, -0.047, -0.030], [-0.010, 0.025, 0.003], [0.022, 0.037, 0.016], [0.016, 0.013, 0.009], [-0.030, 0.052, -0.004], [-0.010, 0.030, -0.024], [0.026, 0.004, -0.008], [-0.010, 0.003, 0.000], [0.010, 0.009, 0.012], [0.010, -0.026, -0.046], [-0.027, -0.044, 0.001], [-0.009, 0.020, 0.018], [0.025, -0.013, 0.010], [0.007, -0.010, 0.007], [0.001, 0.005, -0.006], [-0.014, 0.017, 0.000], [0.027, 0.021, -0.005], [-0.047, 0.046, 0.082], [0.032, 0.015, -0.025], [0.059, -0.100, -0.081], [-0.024, 0.010, -0.017], [-0.012, 0.036, -0.010], [-0.005, 0.008, 0.012], [0.028, -0.003, 0.023], [0.003, 0.006, 0.004], [-0.026, 0.010, 0.011], [-0.004, 0.008, 0.000], [-0.003, -0.001, -0.001], [0.006, -0.015, -0.006], [-0.016, -0.008, -0.007], [0.006, 0.039, 0.013], [-0.001, -0.006, -0.006], [0.006, -0.002, 0.004], [-0.010, -0.013, 0.007], [0.004, -0.007, -0.002], [0.001, -0.002, 0.000]], "mulliken_charge": [1.83, -0.20, 0.55, -0.17, -0.18, 0.98, -0.88, -0.67, -0.48, 0.93, -0.54, -0.86, 0.63, -0.20, -0.18, -0.17, -0.57, 1.25, -0.47, 1.43, -1.00, -0.46, 1.18, -0.88, -0.29, -0.65, -0.61, -0.85, 1.41, -0.69, -0.80, -0.08, 0.82, 0.28, -0.07, -1.23, -0.75, -0.16, 0.25, 0.20, 0.37, 0.48, 0.71, 0.38, 0.08, 0.62, 0.55, -0.21, -0.15, -1.06, 0.53, 0.48, -0.78, -0.95, 0.47, -1.50, -0.56, 0.46, -0.10, -0.52, -0.49, 0.16, 0.66, -0.16, -0.18, -0.49, -0.71, -0.05, -0.26, -0.79, 1.05, 0.23, 0.94, 0.29, 0.36, 0.58, 0.72, -0.11, 0.19, 0.45, 0.46, 0.45, 0.52, -1.27, 0.19, -0.97, 0.09, -0.21, 0.38, -0.90, -1.27, 0.38, 0.35, 0.33, 0.36, 0.45, 0.18, 0.15, 0.35, 0.45, 0.39, 0.34, 0.45]}

***

The records above give, respectively, energy above the lowest of the compared OMol25 structures with the same formula, charge and spin values of 350.9; 0.0; 34.6 kJ/mol.